No. 1
ORCA calculation (wB97M-V/def2-TZVPD) on 2 unconnected molecules or ions with the total composition C4H9BrO.

**2S+1**: 1
**Charge**: 0
**M**: 153.02 u

Geometry (Å):
C1 0.785 -1.729 -0.292
C2 -0.367 2.105 -0.356
C3 -0.302 -1.804 0.692
C4 -0.723 1.214 0.784
O1 -0.061 -1.720 1.970
Br1 0.257 1.233 2.376
H1 0.307 -1.572 -1.386
H2 1.331 -2.813 -0.435
H3 1.576 -1.097 0.016
H4 0.479 1.739 -0.903
H5 -1.225 2.307 -0.913
H6 -0.006 3.167 -0.034
H7 -1.389 -1.797 0.369
H8 -1.857 0.997 0.794
H9 0.931 -1.677 2.034



No. 2
ORCA calculation (wB97M-V/def2-TZVPD) on C4H9Cl in the gas phase.

**2S+1**: 1
**Charge**: 0
**M**: 92.57 u

Geometry (Å):
C1 1.726 -0.761 0.149
C2 0.688 0.147 -0.400
C3 -0.639 -0.017 0.372
C4 -1.671 0.993 -0.051
Cl1 -1.194 -1.886 -0.092
H1 2.815 -0.470 -0.167
H2 1.645 -0.960 1.223
H3 1.589 -1.719 -0.386
H4 0.574 -0.092 -1.496
H5 1.013 1.317 -0.300
H6 -0.591 -0.153 1.438
H7 -2.267 0.748 -1.047
H8 -1.275 1.994 0.088
H9 -2.412 0.860 0.667



No. 3
ORCA calculation (wB97M-V/def2-TZVPD) on 2 unconnected molecules or ions with the total composition C4H9ClN.

**2S+1**: 3
**Charge**: +1
**M**: 106.58 u

Geometry (Å):
C1 1.826 1.583 -0.763
C2 0.615 1.157 -0.971
C3 0.436 -1.451 0.944
C4 -0.439 -0.198 0.717
N1 -1.851 -0.350 -0.081
Cl1 -0.378 1.000 -2.313
H1 2.521 2.116 -1.483
H2 2.262 1.774 0.284
H3 0.170 -2.274 0.375
H4 0.475 -1.799 2.091
H5 1.430 -1.189 0.748
H6 -0.512 0.635 1.306
H7 -1.773 -1.089 -0.754
H8 -2.090 0.533 -0.669
H9 -2.691 -0.448 0.570



Number 1: DFT total energy -76379.3604 eV. Number 2: DFT total energy -16815.6192 eV. Number 3: DFT total energy -18293.2627 eV.